Here is a structure of composition C26H35ClN4Ru from OMol25. Energies are from wB97M-V/def2-TZVPD.

HOMO energy (spin up / spin down): -8.68 / -10.29 eV
strongest force on any atom: 4.457 eV/Å
multiplicity: 6
orbital gap (spin up / spin down): 5.971 / 6.072 eV
calculated total energy: -1785.47213 Ha
total charge: +1
<S²>: 8.7782

Atoms and positions in Å:
Ru 9.599 9.769 8.861
Cl 7.875 11.240 6.173
N 9.596 11.127 10.394
N 12.255 9.887 5.577
N 10.979 9.879 7.347
N 6.792 8.879 8.631
C 9.156 13.425 11.910
C 11.097 9.389 6.108
C 8.505 11.198 11.201
C 10.319 13.304 11.130
C 5.179 5.647 7.850
C 5.296 5.598 6.471
C 11.698 8.312 10.530
C 9.550 7.410 10.500
C 10.158 8.522 5.388
C 10.459 8.217 11.247
C 12.899 10.643 6.518
C 8.276 12.341 11.958
C 12.116 10.619 7.623
C 10.232 6.968 9.309
C 5.616 6.743 8.559
C 10.308 8.663 12.675
C 10.501 12.151 10.379
C 12.969 8.938 11.036
C 5.970 6.639 5.809
C 6.516 7.697 6.517
C 12.732 6.932 8.627
C 8.262 6.843 11.004
C 8.745 11.329 7.988
C 9.726 6.013 8.282
C 11.584 7.468 9.397
C 6.292 7.794 7.919
H 4.679 4.837 8.407
H 9.854 4.978 8.575
H 8.966 14.308 12.515
H 6.128 6.606 4.727
H 13.248 6.133 9.152
H 11.048 14.111 11.050
H 12.623 9.735 4.642
H 7.875 11.705 8.552
H 11.417 12.040 9.787
H 5.337 6.838 9.620
H 7.866 10.308 11.231
H 7.681 6.378 10.188
H 8.661 6.187 8.063
H 12.332 10.969 8.617
H 13.611 8.202 11.530
H 13.489 7.697 8.435
H 6.390 8.967 9.562
H 7.661 7.614 11.475
H 9.249 8.736 12.977
H 10.675 7.643 4.953
H 13.836 11.102 6.335
H 10.723 9.683 12.834
H 12.447 6.494 7.646
H 10.843 8.016 13.379
H 12.763 9.733 11.790
H 9.390 8.186 6.080
H 7.396 12.380 12.591
H 4.839 4.776 5.922
H 9.694 9.083 4.563
H 7.081 8.481 5.991
H 6.824 9.735 8.053
H 13.532 9.380 10.204
H 9.468 12.102 7.685
H 10.306 6.147 7.348
H 8.467 6.090 11.751